Record 1
Molecular formula: C5H10N3
Method: DFT, wB97M-V/def2-TZVPD

Output
HOMO-LUMO gap (alpha / beta) ... 7.755 / 7.516 eV
HOMO energy (alpha / beta) ... -10.59 / -15.01 eV
Charge ... +1
⟨S²⟩ ... 2.018
Spin multiplicity ... 3

Each line ends with the Mulliken charge.
CARTESIAN COORDINATES (ANGSTROEM)
C: 1.1624 0.2168 -0.7276  -0.4922
C: 1.1717 -1.2262 -1.1042  0.6728
C: -0.7681 0.8906 0.6691  0.7279
C: -0.6714 0.6716 2.1306  -1.1351
C: -2.0313 1.4144 0.1101  -1.2316
N: 0.2402 0.7107 -0.0571  0.0343
N: 0.1342 -1.8805 -0.7843  -0.4352
N: 2.3160 -1.6422 -1.6900  -0.2473
H: 1.9923 0.8450 -1.0370  0.2866
H: 0.2247 0.1239 2.4055  0.3374
H: -1.5499 0.1205 2.4593  0.3508
H: -0.6804 1.6302 2.6478  0.3355
H: -1.9364 1.7063 -0.9315  0.3415
H: -2.3859 2.2522 0.7064  0.3615
H: -2.7920 0.6362 0.1797  0.3387
H: 0.1275 -2.8656 -1.0208  0.2535
H: 3.0364 -1.0028 -1.9774  0.2476
H: 2.4101 -2.6013 -1.9786  0.2531

Atoms 1-2, force components in eV/Å:
C 3.30 -3.56 -2.65
C 5.00 7.65 -0.24



Record 2
Molecular formula: C36H34F5N3
Method: DFT, wB97M-V/def2-TZVPD

Output
HOMO-LUMO gap (alpha / beta) ... 6.984 / 2.636 eV
HOMO energy (alpha / beta) ... -10.99 / -10.99 eV
Charge ... +1
⟨S²⟩ ... 0.768
Spin multiplicity ... 2

Each line ends with the Mulliken charge.
CARTESIAN COORDINATES (ANGSTROEM)
F: 4.5509 -12.8194 10.7341  0.0537
C: 3.3178 -13.0402 11.2095  0.5147
C: 3.1199 -14.0882 12.1722  -0.0869
C: 1.8417 -14.2347 12.7150  -0.6074
C: 0.8858 -13.2695 12.5079  -0.4382
C: 1.0579 -12.2660 11.5602  -0.4151
C: 2.2948 -12.1923 10.8746  -0.2725
H: 3.9187 -14.6849 12.5873  0.4841
H: 1.6691 -15.0109 13.4459  0.3960
H: -0.1325 -13.3195 12.8643  0.4157
H: 0.3214 -11.5137 11.3194  0.4986
H: 2.4135 -11.5007 10.0536  0.4064
F: 6.1278 -16.5672 10.5555  -0.3535
C: 5.8204 -15.6120 9.6449  0.0586
C: 4.6958 -15.8295 8.9189  -0.2050
C: 4.4054 -15.0198 7.8246  -0.7959
C: 5.3121 -13.9933 7.4793  -0.6406
C: 6.4042 -13.6588 8.2812  -0.1423
C: 6.6919 -14.5820 9.2866  -0.2133
H: 4.1354 -16.6945 9.2416  0.5153
H: 3.6236 -15.1998 7.1016  0.4601
H: 5.1587 -13.3737 6.6081  0.4945
H: 7.0941 -12.8452 8.1123  0.5124
H: 7.5858 -14.4530 9.8788  0.3530
F: 9.7068 -14.4984 10.6413  -0.3932
C: 9.9986 -13.2445 10.1608  0.6236
C: 10.1954 -12.1896 11.0343  -0.7303
C: 10.3871 -10.9718 10.5069  -0.2579
C: 10.3411 -10.7267 9.1379  -0.8706
C: 10.0930 -11.8172 8.2962  0.0356
C: 10.0230 -13.0755 8.7513  -0.5869
H: 10.1774 -12.4754 12.0756  0.4977
H: 10.7350 -10.2508 11.2318  0.4110
H: 10.4123 -9.7282 8.7325  0.4813
H: 10.0575 -11.6616 7.2281  0.3742
H: 9.8341 -13.9108 8.0933  0.4845
F: 1.5854 -8.3090 9.5610  -0.3227
C: 2.1197 -7.3290 8.7578  0.6582
C: 3.4536 -6.9827 8.9163  -0.5059
C: 4.0359 -6.0581 8.1110  -0.2023
C: 3.3061 -5.3781 7.1724  -0.6247
C: 1.9246 -5.6721 7.0554  -0.4201
C: 1.3256 -6.6223 7.8496  -0.6631
H: 4.1016 -7.5624 9.5569  0.4250
H: 5.0688 -5.7525 8.1898  0.4158
H: 3.8167 -4.5264 6.7478  0.4107
H: 1.3893 -5.0553 6.3487  0.3912
H: 0.2910 -6.8438 7.6326  0.4046
F: 5.1118 -7.9827 3.0686  -0.3305
C: 4.7019 -8.8074 4.0802  0.2864
C: 3.8685 -9.8689 3.8110  -0.5358
C: 3.4365 -10.6865 4.8391  -0.5091
C: 3.8416 -10.4686 6.1203  -0.6476
C: 4.6195 -9.3777 6.4287  -0.3211
C: 5.1139 -8.5260 5.4121  -0.3081
H: 3.6497 -10.0945 2.7778  0.4111
H: 2.7650 -11.5080 4.6376  0.4057
H: 3.4902 -11.0422 6.9652  0.6088
H: 5.0729 -9.3026 7.4061  0.2570
H: 5.7004 -7.6362 5.5874  0.5757
C: 8.6058 -6.7550 5.4019  -0.8950
C: 8.5561 -8.1164 5.9857  0.4702
N: 8.5225 -9.2031 6.4385  -0.3932
H: 8.9449 -6.8237 4.3683  0.2997
H: 9.1996 -6.0331 5.9626  0.3175
H: 7.5857 -6.4152 5.2233  0.2715
C: 7.3555 -10.1762 9.7618  0.3905
C: 5.9387 -10.0428 10.1636  -0.1213
N: 4.8329 -9.9730 10.4299  -0.4556
H: 8.0206 -9.7320 10.5023  0.4572
H: 7.4402 -9.6396 8.8168  0.0294
H: 7.5803 -11.2341 9.6258  -0.3270
C: 5.3744 -11.4606 13.9984  -0.4722
C: 6.3974 -10.4808 13.6219  0.3341
N: 7.1765 -9.6458 13.3433  -0.4413
H: 5.4806 -11.7842 15.0338  0.4088
H: 5.5741 -12.3299 13.3718  -0.0575
H: 4.3403 -11.1163 13.9874  0.2632

Atoms 1-2, force components in eV/Å:
F -2.11 -0.64 0.73
C 2.59 -0.48 0.30



Record 3
Molecular formula: C41H36N4O4S3Tl
Method: DFT, wB97M-V/def2-TZVPD

Output
HOMO-LUMO gap (alpha / beta) ... 6.408 / 6.409 eV
HOMO energy (alpha / beta) ... -4.22 / -4.22 eV
Charge ... -1

Each line ends with the Mulliken charge.
CARTESIAN COORDINATES (ANGSTROEM)
Tl: -0.8293 1.6480 0.6572  1.6915
C: 8.3327 -8.4353 1.9823  -0.8297
O: 6.9451 -8.5426 1.5375  -0.4402
C: 6.2927 -7.3976 1.2358  0.7937
C: 6.9334 -6.1599 1.2562  -0.5333
C: 6.1381 -5.0460 0.9216  -0.3483
C: 4.7982 -5.1904 0.6213  0.0760
C: 4.1350 -6.4633 0.6320  -0.3471
C: 4.9358 -7.5791 0.8818  -0.6956
N: 3.9166 -4.1183 0.3167  -0.3315
N: 4.5360 -2.9520 0.5063  -0.0995
C: 3.7101 -1.8573 0.4601  -0.4424
C: 4.3194 -0.7137 0.9577  -0.0054
C: 3.6779 0.4695 1.2168  -1.3257
C: 2.2917 0.5869 1.0274  0.1481
O: 1.6717 1.6229 1.2882  -0.4826
C: 1.6277 -0.5550 0.4206  0.1436
N: 0.2867 -0.4180 0.1936  -0.0176
C: -0.3394 -1.3235 -0.5246  -0.1182
C: 0.2763 -2.3941 -1.0536  -1.6735
C: 1.6123 -2.6485 -0.7924  -0.2114
C: 2.3079 -1.7147 0.0345  0.7934
H: 8.6750 -9.4576 2.1784  0.2247
H: 8.3924 -7.8505 2.9178  0.3256
H: 8.9409 -8.0600 1.1800  0.3459
H: 7.9695 -5.9936 1.5206  0.3603
H: 6.5253 -3.9972 0.9469  0.2867
H: 3.0812 -6.4243 0.3907  0.4302
H: 4.5631 -8.5953 0.8113  0.3797
H: 5.3549 -0.8285 1.1410  0.5356
H: 4.1768 1.3429 1.6589  0.3650
H: -1.3769 -1.0966 -0.6273  0.7346
H: -0.2812 -3.1030 -1.6447  0.4667
H: 2.2431 -3.4351 -1.2157  0.5597
C: -4.1056 -0.9949 3.2780  -1.9396
C: -3.4580 -0.6383 1.9174  0.5315
O: -2.3074 -0.9863 1.6998  -0.4963
C: -4.3373 0.0198 0.9147  1.1358
C: -5.7226 -0.0731 1.0660  -0.7489
C: -6.5886 0.4696 0.1605  -0.8136
C: -6.1194 1.1840 -0.9664  -0.8749
C: -4.7218 1.2122 -1.1799  -0.1614
C: -3.7676 0.6381 -0.2597  -0.3889
O: -2.5082 0.7062 -0.5170  0.0168
H: -3.2970 -1.0389 4.0200  0.3298
H: -4.6597 -1.9148 3.2364  0.4353
H: -4.7595 -0.1901 3.5494  0.5062
H: -6.0689 -0.6136 1.9137  0.4813
H: -7.6596 0.3072 0.3304  0.3159
H: -6.8008 1.6748 -1.6465  0.4654
H: -4.2471 1.6869 -2.0425  0.2935
S: 0.0168 3.8754 -3.4483  -0.2642
C: 1.4325 3.1599 -2.8184  -0.3355
C: 1.2369 2.4867 -1.6791  -0.8354
C: -0.1297 2.6039 -1.2094  -0.3414
C: -0.9110 3.2700 -2.0949  0.2572
C: -2.2811 3.7009 -1.8901  0.9848
C: -3.0809 4.1463 -2.9135  -0.7144
C: -4.3526 4.6381 -2.6227  -0.6337
C: -4.7113 4.7191 -1.2990  -0.7732
C: -3.8743 4.2076 -0.3107  -0.2614
N: -2.7057 3.6413 -0.5830  0.0380
H: 2.3682 3.3622 -3.3587  0.4322
H: 2.0809 2.0213 -1.1423  0.2699
H: -2.7489 4.0619 -3.9091  0.4131
H: -5.0158 4.8816 -3.4440  0.3932
H: -5.7040 5.1138 -1.0465  0.3387
H: -4.2408 4.1650 0.6549  0.5531
C: -2.1869 0.4655 -3.8014  -0.0089
S: -0.5211 0.0897 -4.3918  0.0709
C: -0.8292 0.0080 -6.1354  -0.9951
H: -2.5297 1.4018 -4.2191  0.2826
H: -2.0335 0.5273 -2.7383  -0.7692
H: -2.7981 -0.3874 -4.0717  0.5889
H: -1.3765 -0.8720 -6.3954  0.2975
H: 0.1693 -0.0687 -6.5758  0.3330
H: -1.2879 0.9227 -6.5427  0.2390
S: -1.4996 1.9516 3.0125  -0.2851
C: -1.0128 3.6519 3.1858  0.2922
C: 0.2828 4.0497 3.0179  -0.2181
C: 0.5867 5.3873 3.1378  -0.6295
C: -0.3675 6.3385 3.3931  -0.5076
C: -1.6905 5.9339 3.6371  -0.5001
C: -2.0151 4.5899 3.4949  -0.5780
H: 0.9692 3.3021 2.7190  0.5149
H: 1.6213 5.6213 3.0274  0.4143
H: -0.0804 7.3627 3.4034  0.4121
H: -2.4911 6.7241 3.8237  0.2405
H: -3.0002 4.1768 3.6244  0.4378

Atoms 1-2, force components in eV/Å:
Tl 0.47 0.49 -0.21
C -1.52 -0.67 0.19



Record 4
Molecular formula: C38H45N5OPY
Method: DFT, wB97M-V/def2-TZVPD

Output
HOMO-LUMO gap ... 7.379 eV
HOMO energy ... -12.76 eV
Charge ... +2

Each line ends with the Mulliken charge.
CARTESIAN COORDINATES (ANGSTROEM)
Y: -0.0184 -0.0140 -0.0830  -0.3948
C: 2.8781 1.5182 -0.3313  -0.8822
C: 2.1317 2.7153 0.2402  -0.8896
N: 0.6728 2.4525 0.3089  -0.1002
C: 0.0700 2.8066 1.6209  -0.3829
C: 0.4694 1.8243 2.7126  -0.7596
N: 0.3758 0.4041 2.2682  0.5544
C: 1.6078 -0.3758 2.5569  -0.6397
C: 2.7823 0.1200 1.7249  -0.9648
N: 2.4153 0.2596 0.2892  0.0269
H: 3.9575 1.6577 -0.2123  0.4424
H: 2.6946 1.4398 -1.4081  0.4213
H: 2.3362 3.5929 -0.3751  0.4614
H: 2.4953 2.9629 1.2380  0.3262
H: 0.2086 3.0363 -0.3795  0.3362
H: -1.0158 2.8283 1.5059  -0.1705
H: 0.3484 3.8214 1.9236  0.5247
H: -0.1707 1.9844 3.5817  0.5210
H: 1.4883 2.0088 3.0529  0.3868
H: -0.3864 -0.0386 2.7834  -0.4245
H: 1.3973 -1.4210 2.3178  0.4077
H: 1.8633 -0.3232 3.6197  0.6012
H: 3.6119 -0.5807 1.8344  0.5270
H: 3.1511 1.0783 2.0883  0.2435
H: 2.8540 -0.5102 -0.2041  0.2819
C: -6.2685 -1.4552 -1.7726  -0.5989
C: -6.3397 -1.4983 -0.3882  -0.8113
C: -5.1775 -1.4816 0.3693  -0.1298
C: -3.9359 -1.4167 -0.2610  0.6606
C: -3.8723 -1.3687 -1.6545  -0.6420
C: -5.0346 -1.3949 -2.4074  -0.7965
P: -2.3680 -1.4301 0.6359  2.0850
C: -2.6989 -0.9430 2.3584  0.5790
C: -3.4160 0.2247 2.6332  -0.6605
C: -3.4929 0.7199 3.9253  -0.5269
C: -2.8586 0.0524 4.9652  -0.9392
C: -2.1595 -1.1184 4.7066  -0.5714
C: -2.0803 -1.6160 3.4125  -1.0326
C: -1.7302 -3.1102 0.7241  0.4024
C: -2.5281 -4.1192 1.2039  -0.2496
C: -2.0337 -5.4258 1.3389  -1.0292
C: -0.7434 -5.6893 0.9732  -0.8355
C: 0.0944 -4.6761 0.4490  0.8580
C: 1.4031 -5.0057 0.0123  -0.7840
C: 2.1997 -4.0554 -0.5452  -1.4335
C: 1.7278 -2.7262 -0.6356  -0.2115
C: 0.4794 -2.2970 -0.2229  0.6807
C: -0.3778 -3.3456 0.3053  -0.0819
H: -7.1757 -1.4798 -2.3609  0.4605
H: -7.3013 -1.5591 0.1031  0.4995
H: -5.2412 -1.5276 1.4493  0.4768
H: -2.9109 -1.3345 -2.1570  0.3690
H: -4.9783 -1.3755 -3.4871  0.4665
H: -3.9344 0.7513 1.8400  0.2559
H: -4.0486 1.6263 4.1215  0.4719
H: -2.9236 0.4338 5.9747  0.4423
H: -1.6871 -1.6576 5.5163  0.4969
H: -1.5441 -2.5396 3.2269  0.3788
H: -3.5528 -3.9113 1.4914  0.4902
H: -2.6711 -6.2088 1.7251  0.4562
H: -0.3446 -6.6913 1.0623  0.4347
H: 1.7417 -6.0290 0.1108  0.4210
H: 3.1854 -4.3115 -0.9097  0.4422
H: 2.4165 -2.0293 -1.1133  0.5679
C: -7.3645 3.4785 -1.4858  -1.4484
C: -6.5147 2.4950 -0.7011  -0.5040
N: -5.6567 3.1397 0.2953  0.4506
C: -6.3235 3.7598 1.4508  -0.5904
C: -6.3275 5.2762 1.3758  -1.1640
C: -4.3213 3.0682 0.3283  0.0531
O: -3.6390 3.4088 1.2928  -0.6346
C: -3.5521 2.5389 -0.8633  0.1626
C: -3.6941 2.8738 -2.2016  0.5257
C: -2.7878 2.3699 -3.1254  -1.1607
C: -1.7607 1.5543 -2.6913  -0.7587
N: -1.5943 1.2458 -1.3955  0.4863
C: -2.4762 1.7291 -0.5228  -0.4720
H: -7.9558 2.9503 -2.2326  0.4263
H: -6.7467 4.2182 -1.9967  0.3141
H: -8.0570 4.0145 -0.8389  0.3709
H: -5.8946 1.8972 -1.3653  0.3673
H: -7.1505 1.7824 -0.1673  0.3805
H: -5.7987 3.4346 2.3496  0.1908
H: -7.3340 3.3525 1.4877  0.4780
H: -5.3087 5.6596 1.4047  0.2887
H: -6.8657 5.6913 2.2266  0.4368
H: -6.8073 5.6334 0.4662  0.2974
H: -4.4932 3.5267 -2.5283  0.5413
H: -2.8725 2.6076 -4.1753  0.5058
H: -1.0469 1.1397 -3.3923  0.5312
H: -2.3529 1.4626 0.5242  0.4102

Atoms 1-2, force components in eV/Å:
Y 0.06 0.64 0.05
C 0.08 0.05 -0.01



no.,molar mass (g mol⁻¹),electronic energy (hartree)
1,112.2,-360.40266
2,603.7,-2055.38666
3,949.3,-3471.00201
4,707.7,-2203.37183